No. 1
{"formula": "C4H10ClP", "method": "ωB97M-V/def2-TZVPD", "species": ["C", "C", "C", "C", "P", "Cl", "H", "H", "H", "H", "H", "H", "H", "H", "H", "H"], "xyz": [[-1.92, 1.56, -0.08], [0.41, 1.31, -0.77], [2.51, -3.08, 1.00], [-0.62, 0.82, 0.25], [-0.88, -1.03, 0.28], [-1.59, -1.26, -1.65], [-2.73, 1.18, 0.63], [-1.79, 2.73, -0.10], [-2.41, 1.43, -1.10], [0.19, 1.13, -1.80], [1.46, 1.10, -0.62], [0.31, 2.46, -0.81], [3.16, -3.04, 1.92], [1.75, -2.36, 0.86], [2.41, -4.17, 0.67], [-0.29, 1.23, 1.31]], "mulliken_spin": [0.03, 0.02, 0.87, 0.01, 0.91, 0.07, -0.02, 0.01, 0.00, 0.00, -0.01, 0.00, 0.03, 0.08, 0.03, -0.02], "multiplicity": 3, "e_above_lowest_kj_mol": 82.6, "e_homo_ev": [-8.308, -9.931], "fmax_ev_per_a": 3.85, "e_lumo_ha": [0.026, -0.042]}

=====

No. 2
{"formula": "C4H10DyO2", "method": "ωB97M-V/def2-TZVPD", "species": ["C", "O", "C", "C", "O", "C", "H", "H", "H", "H", "H", "H", "H", "H", "H", "H", "Dy"], "xyz": [[-1.80, 0.28, 1.17], [-1.63, -0.71, 0.10], [-1.11, -0.24, -1.13], [0.28, 0.36, -0.98], [1.04, -0.50, -0.14], [2.42, -0.19, -0.09], [-2.83, 0.15, 1.55], [-1.70, 1.30, 0.75], [-1.78, 0.52, -1.56], [-1.06, -1.12, -1.78], [0.26, 1.36, -0.54], [0.76, 0.43, -1.97], [2.89, -0.43, -1.06], [2.57, 0.87, 0.16], [2.88, -0.82, 0.68], [-1.14, 0.14, 3.02], [-0.07, -1.38, 1.83]], "mulliken_spin": [0.22, 0.02, 0.00, 0.02, 0.00, 0.00, -0.05, -0.04, -0.01, 0.00, 0.00, 0.00, 0.00, 0.00, 0.01, 0.43, 4.40], "multiplicity": 6, "e_above_lowest_kj_mol": 87.2, "e_homo_ev": [-10.961, -11.757], "fmax_ev_per_a": 1.13, "total_charge": 1, "e_lumo_ha": [-0.166, -0.148]}

=====

No. 3
{"formula": "C4H10F3NP", "method": "ωB97M-V/def2-TZVPD", "species": ["C", "C", "C", "C", "N", "F", "F", "F", "P", "H", "H", "H", "H", "H", "H", "H", "H", "H", "H"], "xyz": [[2.18, 0.86, 0.23], [-2.67, 0.06, 1.04], [0.93, 1.09, -0.61], [-1.38, -0.14, 1.60], [0.13, -0.10, -0.76], [0.38, -1.33, -3.12], [-0.28, -2.56, -1.20], [2.03, -1.96, -1.57], [0.60, -1.33, -1.57], [1.92, 0.46, 1.21], [2.85, 0.16, -0.26], [2.70, 1.80, 0.38], [-3.41, -0.53, 1.62], [-2.98, 1.10, 0.96], [-2.74, -0.46, 0.08], [0.28, 1.84, -0.15], [1.23, 1.48, -1.59], [-0.77, 0.68, 1.94], [-1.00, -1.14, 1.76]], "nbo_charge": [-0.62, -0.80, -0.23, 0.29, -1.10, -0.52, -0.53, -0.51, 2.57, 0.20, 0.22, 0.24, 0.34, 0.27, 0.35, 0.19, 0.21, 0.22, 0.22], "e_above_lowest_kj_mol": 42.3, "e_homo_ev": -14.136, "fmax_ev_per_a": 1.91, "total_charge": 1, "e_lumo_ha": -0.260}

=====

No. 4
{"formula": "C4H10FN", "method": "ωB97M-V/def2-TZVPD", "species": ["C", "N", "C", "C", "C", "F", "H", "H", "H", "H", "H", "H", "H", "H", "H", "H"], "xyz": [[2.15, 0.32, 0.12], [0.83, 0.28, 0.64], [-0.39, 0.26, -0.26], [-1.86, 0.24, 0.88], [-0.58, -0.89, -1.21], [-0.39, 1.55, -0.89], [2.23, 0.25, -0.97], [2.56, 1.37, 0.17], [2.80, -0.36, 0.71], [0.69, 0.09, 1.63], [-1.36, -0.15, 1.83], [-2.42, 1.17, 1.09], [-2.43, -0.61, 0.47], [0.46, -1.26, -1.58], [-1.22, -0.61, -1.99], [-1.06, -1.65, -0.67]], "nbo_charge": [-0.42, -0.70, 0.57, -0.63, -0.67, -0.40, 0.21, 0.18, 0.20, 0.39, 0.19, 0.23, 0.20, 0.22, 0.23, 0.22], "e_above_lowest_kj_mol": 169.8, "e_homo_ev": -8.604, "fmax_ev_per_a": 5.01, "smiles": "CNC(C)(C)F", "e_lumo_ha": 0.037}

=====

No. 5
{"formula": "C4H10I2N", "method": "ωB97M-V/def2-TZVPD", "species": ["C", "C", "C", "C", "N", "I", "I", "H", "H", "H", "H", "H", "H", "H", "H", "H", "H"], "xyz": [[0.98, -0.45, -2.20], [-0.89, -1.32, 0.96], [0.82, 0.70, -1.17], [-0.75, 0.10, 0.68], [-0.22, 0.95, 1.74], [2.54, 1.11, -0.02], [-2.40, 1.11, -0.25], [2.03, -0.41, -2.53], [0.81, -1.34, -1.73], [0.38, -0.22, -3.02], [-0.30, -1.81, 1.63], [-0.97, -2.01, 0.07], [-1.99, -1.57, 1.31], [0.35, 1.57, -1.45], [0.59, 1.60, 1.45], [0.08, 0.39, 2.51], [-1.07, 1.61, 2.00]], "nbo_charge": [-0.68, -0.77, -0.19, -0.01, -0.79, 0.21, 0.21, 0.25, 0.23, 0.24, 0.25, 0.28, 0.26, 0.17, 0.45, 0.44, 0.46], "e_above_lowest_kj_mol": 275.8, "e_homo_ev": [-12.239, -12.379], "fmax_ev_per_a": 5.89, "total_charge": 1, "e_lumo_ha": [-0.166, -0.160]}

=====

No. 6
{"formula": "C4H10I2N", "method": "ωB97M-V/def2-TZVPD", "species": ["C", "C", "C", "C", "N", "I", "I", "H", "H", "H", "H", "H", "H", "H", "H", "H", "H"], "xyz": [[-1.09, 0.34, 1.61], [0.97, -1.33, -1.12], [1.50, 0.80, -0.19], [-2.15, 0.19, 0.68], [0.77, 0.09, -1.06], [-3.08, 1.95, -0.03], [-2.85, -1.64, -0.11], [-0.55, -0.75, 1.76], [-1.61, 0.60, 2.49], [-0.31, 1.02, 1.25], [1.21, -1.60, -0.15], [-0.06, -1.66, -1.33], [1.56, -1.70, -1.87], [1.97, 0.41, 0.81], [2.43, 1.05, -0.81], [1.11, 1.78, -0.13], [0.18, 0.47, -1.80]], "nbo_charge": [-0.83, -0.39, -0.45, -0.16, -0.62, 0.46, 0.51, 0.27, 0.30, 0.31, 0.19, 0.18, 0.20, 0.23, 0.20, 0.21, 0.40], "e_above_lowest_kj_mol": 334.7, "e_homo_ev": [-11.584, -11.584], "fmax_ev_per_a": 5.84, "total_charge": 1, "e_lumo_ha": [-0.240, -0.240]}

=====

No. 7
{"formula": "C4H10I2Si", "method": "ωB97M-V/def2-TZVPD", "species": ["C", "C", "C", "C", "Si", "I", "I", "H", "H", "H", "H", "H", "H", "H", "H", "H", "H"], "xyz": [[1.71, 0.80, -0.30], [-0.57, 1.35, -1.34], [-0.18, -1.28, 2.10], [0.40, 0.15, -0.97], [-0.31, -1.18, 0.23], [-3.91, 0.19, 0.27], [-0.59, -3.59, -0.29], [1.34, 1.50, 0.44], [2.36, 0.10, 0.08], [2.12, 1.42, -1.10], [0.13, 2.03, -1.94], [-0.96, 1.86, -0.53], [-1.44, 0.97, -1.98], [0.13, -0.48, 2.76], [-1.21, -1.62, 2.29], [0.37, -2.10, 2.29], [0.59, -0.13, -2.01]], "nbo_charge": [-0.60, -0.58, -1.18, -0.74, 1.49, -0.66, -0.13, 0.22, 0.21, 0.23, 0.20, 0.22, 0.25, 0.27, 0.29, 0.24, 0.27], "e_above_lowest_kj_mol": 331.1, "e_homo_ev": -7.791, "fmax_ev_per_a": 4.00, "e_lumo_ha": -0.064}

=====

No. 8
{"formula": "C4H10IP", "method": "ωB97M-V/def2-TZVPD", "species": ["C", "C", "C", "H", "H", "H", "H", "H", "H", "C", "P", "I", "H", "H", "H", "H"], "xyz": [[-1.28, 0.31, -1.12], [-0.80, 1.47, -0.69], [-1.13, 2.02, 0.66], [-1.00, 0.06, -2.12], [-1.89, -0.17, -0.40], [-0.21, 2.02, -1.40], [-0.79, 1.14, 1.25], [-2.23, 2.08, 0.87], [-0.57, 2.93, 0.83], [0.90, -1.27, 1.13], [1.65, -1.15, -0.53], [3.62, 0.24, -0.02], [1.56, -1.46, 1.97], [0.08, -1.95, 0.99], [0.47, -0.27, 1.48], [2.33, -2.31, -0.41]], "nbo_charge": [-0.44, -0.16, -0.67, 0.22, 0.19, 0.20, 0.22, 0.23, 0.23, -0.96, 0.48, -0.17, 0.24, 0.23, 0.23, -0.06], "e_above_lowest_kj_mol": 159.7, "e_homo_ev": -8.816, "fmax_ev_per_a": 2.44, "smiles": "C=CC.CPI", "e_lumo_ha": 0.007}

=====

Going through the records in order, we get M values of 124.55 252.62 160.10 91.13 325.94 325.94 340.02 216.00 g mol⁻¹.
Going through the records in order, we get electronic energy values of -26118.054 -32477.848 -23235.039 -8515.919 -21991.007 -21990.396 -28388.360 -21698.360 eV.